No. 1
Formula: C25H58BCl2FN2O15P3S
Source: the Open Molecules 2025 dataset
Level of theory: ωB97M-V/def2-TZVPD

net charge = +1
maximum force = 6.89 eV/A
HOMO-LUMO gap = 8.133 eV
E = -127696.584 eV

Last column: Mulliken charge in e.
Element x y z (Å)
C1 -4.59 -1.75 7.18  -1.08
C2 -4.06 -0.60 6.20  -0.18
B1 -5.00 -0.56 4.87  0.02
O1 -6.40 -0.79 5.09  -0.66
C3 -4.33 -0.33 3.38  1.34
C4 -3.77 -1.77 3.03  -0.84
Cl1 -4.31 -3.18 4.05  -0.14
C5 -2.92 -2.08 1.99  0.24
C6 -2.34 -1.02 1.01  -0.73
Cl2 -2.41 -3.81 1.74  -0.19
C7 -3.19 0.77 3.61  -0.56
C8 -3.87 2.16 4.06  -1.14
C9 -4.99 2.64 3.06  -0.41
C10 -4.26 3.33 1.81  -0.73
N1 -3.67 4.66 2.21  -0.60
N2 -5.92 1.59 2.54  1.23
C11 -7.20 1.63 3.32  -1.02
C12 -8.25 2.56 2.55  -0.83
C13 -9.71 2.43 3.15  0.19
C14 -10.34 1.00 2.90  -1.25
C15 -9.79 2.80 4.71  -1.17
C16 -5.30 0.25 2.28  -0.87
S1 -6.49 -1.01 1.56  1.42
O2 -6.83 -2.09 2.49  -0.52
O3 -5.82 -1.61 0.36  -0.61
F1 -7.83 -0.20 0.95  -0.26
H1 -3.75 -2.39 7.59  0.30
H2 -5.08 -1.31 8.10  0.30
H3 -5.29 -2.47 6.66  0.23
H4 -3.05 -0.98 5.83  0.14
H5 -3.96 0.40 6.70  0.33
H6 -6.69 -0.05 5.66  0.28
H7 -1.70 -1.60 0.27  0.38
H8 -1.59 -0.32 1.51  0.24
H9 -3.09 -0.48 0.37  0.10
H10 -2.65 1.05 2.65  0.19
H11 -2.39 0.44 4.32  0.35
H12 -4.13 2.19 5.14  0.29
H13 -3.02 2.91 3.94  0.54
H14 -5.54 3.49 3.56  0.56
H15 -3.42 2.69 1.43  0.38
H16 -4.96 3.55 0.96  0.30
H17 -4.46 5.30 2.29  0.26
H18 -3.17 4.97 1.37  0.29
H19 -6.18 1.93 1.59  0.62
H20 -7.08 2.12 4.34  0.47
H21 -7.71 0.65 3.49  0.37
H22 -7.97 3.65 2.64  0.29
H23 -8.29 2.30 1.45  0.38
H24 -10.39 3.17 2.62  0.52
H25 -11.47 1.15 2.88  0.41
H26 -10.04 0.56 1.91  0.17
H27 -10.11 0.27 3.74  0.34
H28 -8.83 3.25 5.07  0.31
H29 -10.67 3.49 4.85  0.32
H30 -10.07 1.87 5.28  0.28
H31 -4.63 0.45 1.38  0.40
C17 2.03 1.60 -4.51  -0.69
O4 1.04 1.16 -3.57  -0.31
P1 0.49 -0.33 -3.74  0.55
O5 0.25 -0.75 -5.13  -0.66
O6 -0.79 -0.35 -2.79  -0.09
C18 -1.85 0.54 -3.14  -0.77
O7 1.56 -1.19 -2.93  0.08
C19 1.60 -2.60 -3.19  -0.77
H32 1.53 2.12 -5.32  0.27
H33 2.71 2.28 -4.00  0.26
H34 2.60 0.76 -4.91  0.34
H35 -2.04 0.51 -4.21  0.37
H36 -1.58 1.56 -2.85  0.31
H37 -2.75 0.24 -2.61  0.19
H38 2.30 -2.79 -4.00  0.27
H39 0.62 -2.99 -3.46  0.35
H40 1.95 -3.11 -2.30  0.27
C20 7.73 0.77 -2.78  -0.58
O8 6.74 0.34 -1.84  -0.40
P2 6.19 -1.15 -2.02  1.22
O9 5.95 -1.57 -3.41  -0.66
O10 4.90 -1.16 -1.08  -0.40
C21 3.85 -0.27 -1.43  -0.62
O11 7.25 -2.02 -1.21  -0.34
C22 7.28 -3.42 -1.46  -0.58
H41 7.24 1.29 -3.60  0.26
H42 8.41 1.45 -2.28  0.29
H43 8.30 -0.08 -3.18  0.23
H44 3.66 -0.30 -2.50  0.28
H45 4.11 0.75 -1.13  0.36
H46 2.94 -0.57 -0.90  0.23
H47 7.99 -3.62 -2.27  0.21
H48 6.30 -3.81 -1.74  0.30
H49 7.62 -3.93 -0.56  0.25
C23 9.88 -1.27 -5.87  -0.63
O12 11.06 -0.87 -5.18  -0.21
P3 12.40 -1.68 -5.52  0.95
O13 12.22 -3.14 -5.67  -0.64
O14 13.40 -1.23 -4.36  -0.31
C24 13.02 -1.56 -3.03  -0.67
O15 12.95 -0.92 -6.81  -0.33
C25 13.92 -1.61 -7.61  -0.64
H50 9.33 -1.98 -5.24  0.22
H51 9.26 -0.39 -6.03  0.25
H52 10.10 -1.74 -6.83  0.36
H53 12.67 -2.59 -2.97  0.33
H54 12.24 -0.88 -2.69  0.25
H55 13.89 -1.45 -2.38  0.26
H56 13.41 -2.19 -8.37  0.25
H57 14.55 -2.27 -7.00  0.32
H58 14.56 -0.87 -8.09  0.25

***

No. 2
Formula: C25H59FNO5S
Source: the Open Molecules 2025 dataset
Level of theory: ωB97M-V/def2-TZVPD

net charge = +1
maximum force = 0.92 eV/A
HOMO-LUMO gap = 8.089 eV
E = -52153.722 eV

Last column: Mulliken charge in e.
Element x y z (Å)
C1 -2.86 6.56 -5.07  -0.99
C2 -2.02 6.04 -6.23  -0.53
N1 -1.46 4.67 -6.06  0.18
C3 -0.02 4.59 -6.07  -1.07
C4 0.69 5.37 -4.94  -0.36
S1 1.44 4.22 -3.76  0.11
C5 0.68 4.48 -2.13  -0.62
C6 1.76 4.52 -1.06  0.40
C7 1.14 4.47 0.32  -1.31
F1 2.55 3.39 -1.27  -0.29
C8 -1.97 3.90 -4.99  0.46
C9 -3.33 3.31 -5.17  -1.29
O1 -1.27 3.66 -4.02  -0.53
H1 -3.18 7.57 -5.30  0.40
H2 -3.76 5.97 -4.93  0.30
H3 -2.31 6.59 -4.13  0.23
H4 -1.18 6.71 -6.41  0.35
H5 -2.62 6.06 -7.14  0.35
H6 0.26 3.53 -6.02  0.55
H7 0.35 4.96 -7.03  0.37
H8 1.48 6.01 -5.31  0.65
H9 -0.01 5.98 -4.37  0.18
H10 2.64 4.80 -3.55  0.22
H11 0.07 5.38 -2.16  0.48
H12 0.03 3.62 -2.01  0.31
H13 2.40 5.40 -1.18  0.35
H14 1.91 4.55 1.09  0.38
H15 0.41 5.27 0.44  0.40
H16 0.61 3.52 0.42  0.24
H17 -3.22 2.22 -5.17  0.39
H18 -3.79 3.61 -6.11  0.33
H19 -3.98 3.57 -4.33  0.35
C10 1.44 -0.64 -0.82  -1.27
C11 0.77 0.50 -0.08  0.08
O2 -0.23 0.10 0.83  -0.47
C12 0.19 -0.76 1.88  0.36
C13 1.25 -0.16 2.78  -1.24
H20 0.70 -1.24 -1.35  0.29
H21 2.17 -0.26 -1.54  0.52
H22 1.98 -1.30 -0.13  0.28
H23 0.25 1.14 -0.80  0.17
H24 1.52 1.12 0.42  0.17
H25 0.53 -1.72 1.48  -0.27
H26 -0.71 -0.97 2.45  0.35
H27 2.18 0.05 2.26  0.28
H28 1.48 -0.85 3.59  0.40
H29 0.90 0.78 3.22  0.29
C14 -4.00 -2.65 1.35  -1.35
C15 -2.72 -3.45 1.23  -0.11
O3 -2.09 -3.73 2.46  -0.31
C16 -2.84 -4.50 3.39  -0.38
C17 -3.23 -5.88 2.88  -1.04
H30 -3.82 -1.71 1.87  0.31
H31 -4.39 -2.43 0.36  0.42
H32 -4.78 -3.19 1.89  0.34
H33 -1.99 -2.87 0.66  0.32
H34 -2.89 -4.37 0.66  0.24
H35 -3.73 -3.95 3.71  0.33
H36 -2.19 -4.60 4.26  0.33
H37 -3.89 -5.82 2.02  0.27
H38 -3.75 -6.43 3.66  0.40
H39 -2.34 -6.44 2.59  0.27
C18 4.04 0.16 7.67  -1.23
C19 3.31 -0.17 6.38  -0.20
O4 3.05 -1.56 6.20  -0.42
C20 2.25 -2.18 7.19  -0.34
C21 0.86 -1.59 7.33  -0.97
H40 4.99 -0.38 7.72  0.31
H41 4.25 1.23 7.71  0.40
H42 3.46 -0.09 8.56  0.28
H43 3.92 0.11 5.53  0.37
H44 2.37 0.40 6.32  0.28
H45 2.76 -2.18 8.16  0.31
H46 2.18 -3.22 6.87  0.33
H47 0.88 -0.55 7.66  0.29
H48 0.29 -2.16 8.06  0.39
H49 0.33 -1.63 6.37  0.22
C22 1.38 -5.35 -3.85  -1.18
C23 0.72 -4.20 -3.11  -0.08
O5 -0.28 -4.59 -2.18  -0.43
C24 0.16 -5.44 -1.13  -0.36
C25 1.23 -4.83 -0.25  -0.75
H50 0.63 -5.94 -4.38  0.30
H51 2.09 -4.96 -4.58  0.42
H52 1.93 -6.01 -3.18  0.28
H53 0.20 -3.55 -3.82  0.38
H54 1.48 -3.58 -2.62  0.10
H55 0.49 -6.40 -1.53  0.34
H56 -0.73 -5.63 -0.54  0.28
H57 2.15 -4.62 -0.81  0.35
H58 1.49 -5.51 0.56  0.44
H59 0.88 -3.89 0.18  -0.07

***

No. 3
Formula: C25H59N4O18V
Source: the Open Molecules 2025 dataset
Level of theory: ωB97M-V/def2-TZVPD

net charge = -2
maximum force = 5.20 eV/A
HOMO-LUMO gap = 4.949 eV
ΔE to the lowest compared entry with this formula, charge and spin = 1.578 eV
E = -95382.751 eV

Last column: Mulliken charge in e.
Element x y z (Å)
O1 -15.92 19.65 8.25  -0.57
V1 -17.22 18.76 8.58  0.96
O2 -17.76 19.15 10.03  -0.39
O3 -18.99 17.29 8.05  -0.10
C1 -20.34 17.19 8.40  0.58
O4 -21.14 16.74 7.58  -0.74
O5 -20.69 17.57 9.56  -0.76
H1 -19.15 17.24 7.07  0.05
O6 -15.97 15.98 5.27  -0.67
C2 -16.96 16.85 5.58  0.44
O7 -18.05 16.91 4.98  -0.70
O8 -16.80 17.51 6.67  0.13
H2 -15.43 16.09 6.07  0.18
O9 -19.36 21.65 5.78  -0.59
C3 -19.31 20.41 6.40  0.65
O10 -19.99 19.46 6.02  -0.61
O11 -18.51 20.39 7.39  -0.76
H3 -18.70 22.08 6.36  0.31
C4 -13.40 20.24 2.38  -0.79
O12 -13.60 20.42 3.76  -0.20
C5 -14.19 19.32 4.46  -0.20
C6 -13.30 18.05 4.48  -0.60
N1 -12.37 17.95 5.65  -0.56
C7 -13.12 17.80 6.90  1.82
C8 -12.30 17.11 7.99  -1.13
O13 -12.95 17.30 9.24  -0.11
C9 -12.28 16.61 10.26  -1.04
H4 -12.55 20.82 2.03  0.19
H5 -14.24 20.67 1.81  0.29
H6 -13.24 19.22 2.01  0.38
H7 -15.05 18.99 3.87  0.32
H8 -14.49 19.72 5.43  0.06
H9 -12.80 17.90 3.53  0.43
H10 -13.96 17.20 4.65  0.37
H11 -11.94 18.87 5.62  0.35
H12 -13.99 17.19 6.64  -1.21
H13 -13.45 18.76 7.31  -0.15
H14 -11.31 17.56 8.04  0.37
H15 -12.11 16.08 7.66  0.37
H16 -11.23 16.94 10.28  0.38
H17 -12.28 15.53 10.10  0.37
H18 -12.59 16.80 11.29  0.25
C10 -17.61 21.70 12.22  -0.55
O14 -16.76 22.54 12.98  -0.36
C11 -16.54 22.10 14.31  -0.11
C12 -17.58 22.72 15.27  -0.78
N2 -17.52 24.15 15.45  -0.37
C13 -16.36 24.70 16.14  -0.59
C14 -16.35 26.21 16.08  -0.62
O15 -16.26 26.51 14.68  -0.29
C15 -16.70 27.81 14.38  -0.82
H19 -17.45 20.62 12.29  0.18
H20 -17.37 21.96 11.19  0.24
H21 -18.64 21.77 12.59  0.30
H22 -15.52 22.23 14.68  0.32
H23 -16.58 21.00 14.25  0.06
H24 -17.48 22.29 16.27  0.39
H25 -18.56 22.43 14.90  0.33
H26 -17.42 24.69 14.59  0.34
H27 -15.43 24.29 15.70  0.26
H28 -16.26 24.19 17.11  0.44
H29 -15.34 26.52 16.38  0.32
H30 -17.11 26.74 16.65  0.42
H31 -15.90 28.53 14.60  0.30
H32 -17.67 28.10 14.77  0.32
H33 -16.69 27.88 13.29  0.27
C16 -14.48 24.43 2.67  -0.72
O16 -13.34 23.67 2.27  -0.25
C17 -12.12 24.24 2.73  -0.85
C18 -11.94 24.39 4.20  -0.50
N3 -12.02 23.08 4.82  -0.17
C19 -12.39 23.11 6.23  -0.85
C20 -12.53 21.86 7.06  0.33
O17 -12.65 22.23 8.44  -0.45
C21 -13.85 21.87 9.06  -0.32
H34 -14.42 25.47 2.35  0.32
H35 -14.76 24.36 3.72  0.25
H36 -15.26 23.89 2.13  0.25
H37 -11.92 25.21 2.25  0.43
H38 -11.37 23.49 2.46  0.33
H39 -12.77 25.02 4.59  0.34
H40 -11.10 25.04 4.41  0.40
H41 -12.63 22.51 4.24  0.23
H42 -13.25 23.80 6.23  0.31
H43 -11.67 23.71 6.79  0.33
H44 -11.72 21.14 6.95  0.19
H45 -13.45 21.36 6.76  -0.15
H46 -13.73 22.01 10.14  0.28
H47 -14.04 20.83 8.83  0.10
H48 -14.74 22.49 8.87  0.24
C22 -16.21 14.91 9.28  -1.60
C23 -16.64 16.08 10.16  0.96
C24 -16.39 15.81 11.64  -1.07
O18 -16.65 16.95 12.43  -0.16
C25 -16.41 16.80 13.81  -0.72
N4 -16.01 17.27 9.64  0.64
H49 -16.09 15.16 8.23  0.15
H50 -16.98 14.13 9.25  0.45
H51 -15.25 14.45 9.54  0.36
H52 -17.72 16.19 10.02  0.16
H53 -15.39 15.38 11.78  0.36
H54 -17.10 15.07 12.04  0.43
H55 -15.54 16.18 14.04  0.32
H56 -17.32 16.48 14.32  0.29
H57 -16.15 17.80 14.16  0.13
H58 -15.79 17.78 10.50  0.24
H59 -15.05 17.03 9.37  -0.38